{"formula": "C26H36FN3O", "method": "wB97M-V/def2-TZVPD", "symbols": ["C", "C", "C", "C", "C", "C", "C", "C", "C", "O", "N", "C", "H", "C", "C", "C", "C", "N", "C", "H", "H", "C", "C", "C", "C", "C", "C", "C", "H", "H", "H", "H", "F", "H", "H", "H", "H", "H", "H", "H", "H", "H", "H", "C", "H", "H", "C", "N", "C", "H", "H", "H", "C", "H", "H", "H", "H", "H", "H", "H", "H", "H", "H", "H", "H", "H", "H"], "xyz": [[-1.779, -1.935, 1.601], [-0.761, -2.526, 0.671], [-1.178, -3.310, -0.397], [-0.268, -3.894, -1.259], [1.087, -3.711, -1.053], [1.518, -2.926, 0.001], [0.609, -2.315, 0.858], [1.118, -1.461, 1.990], [2.415, -0.726, 1.676], [3.442, -0.983, 2.276], [2.371, 0.248, 0.733], [1.225, 0.550, -0.095], [1.592, 0.973, -1.034], [0.228, 1.536, 0.534], [0.799, 2.941, 0.715], [-0.293, 3.846, 1.279], [-1.525, 3.818, 0.380], [-2.024, 2.460, 0.262], [-1.019, 1.608, -0.345], [-1.440, 0.606, -0.461], [-0.739, 1.973, -1.351], [-3.279, 2.406, -0.478], [-3.915, 1.050, -0.343], [-3.959, 0.148, -1.398], [-4.534, -1.104, -1.283], [-5.087, -1.478, -0.072], [-5.051, -0.603, 1.002], [-4.468, 0.643, 0.866], [-4.432, 1.324, 1.702], [-5.478, -0.896, 1.949], [-5.544, -2.450, 0.032], [-4.542, -1.763, -2.137], [-3.426, 0.497, -2.592], [-3.132, 2.649, -1.544], [-3.950, 3.154, -0.045], [-2.313, 4.437, 0.818], [-1.269, 4.239, -0.610], [-0.575, 3.496, 2.273], [0.070, 4.871, 1.366], [1.652, 2.918, 1.394], [1.133, 3.330, -0.250], [-0.075, 1.170, 1.519], [0.694, -0.374, -0.340], [3.621, 0.915, 0.412], [3.399, 1.907, 0.021], [4.205, 1.015, 1.329], [4.440, 0.100, -0.598], [5.639, 0.812, -1.002], [5.374, 1.784, -2.040], [6.287, 2.340, -2.248], [4.618, 2.489, -1.701], [5.026, 1.319, -2.977], [6.705, -0.087, -1.393], [7.595, 0.499, -1.620], [6.452, -0.694, -2.277], [6.933, -0.753, -0.563], [3.805, -0.163, -1.464], [4.734, -0.828, -0.103], [1.335, -2.103, 2.849], [0.362, -0.738, 2.294], [2.575, -2.779, 0.169], [1.807, -4.176, -1.709], [-0.617, -4.499, -2.084], [-2.237, -3.465, -0.550], [-1.546, -2.184, 2.635], [-2.769, -2.316, 1.368], [-1.813, -0.848, 1.511]], "atomic_forces_ev_per_a": [[0.051, -0.046, -0.049], [0.076, -0.011, -0.004], [0.014, -0.019, -0.019], [-0.001, -0.048, -0.074], [0.040, -0.038, -0.069], [-0.078, 0.037, 0.068], [-0.051, -0.228, -0.081], [0.124, -0.078, 0.092], [-0.396, -0.008, 0.160], [0.290, -0.221, 0.174], [0.201, 0.225, -0.185], [-0.600, 0.091, 0.181], [0.005, -0.068, -0.029], [0.199, 0.021, -0.481], [-0.211, -0.147, 0.311], [0.035, 0.106, -0.276], [0.043, 0.112, 0.296], [-0.087, 0.044, -0.095], [0.155, -0.209, 0.303], [0.040, -0.016, -0.060], [-0.024, -0.015, -0.029], [0.068, 0.049, -0.036], [0.001, -0.035, -0.331], [-0.094, 0.042, 0.174], [0.075, 0.036, -0.115], [0.008, 0.034, -0.032], [-0.074, 0.019, 0.145], [-0.034, -0.107, -0.118], [0.016, 0.099, 0.115], [-0.041, -0.024, 0.089], [-0.039, -0.086, 0.002], [0.006, -0.053, -0.103], [-0.018, -0.024, 0.128], [-0.055, 0.041, 0.127], [0.036, -0.021, -0.079], [0.007, 0.009, -0.084], [-0.037, 0.010, 0.005], [-0.023, 0.042, 0.067], [-0.012, 0.029, 0.057], [0.100, 0.018, -0.043], [0.085, 0.000, -0.086], [-0.028, -0.072, 0.002], [0.067, 0.143, -0.110], [0.394, -0.177, -0.014], [-0.036, 0.018, 0.021], [-0.044, 0.081, -0.145], [-0.094, 0.187, 0.208], [-0.047, -0.060, 0.032], [0.023, -0.004, 0.082], [-0.006, 0.078, -0.058], [-0.046, 0.086, -0.061], [-0.010, -0.015, -0.012], [-0.021, 0.047, 0.052], [0.076, -0.043, -0.037], [0.001, -0.022, -0.032], [0.056, -0.067, -0.012], [0.041, -0.038, 0.010], [-0.049, -0.003, -0.025], [0.002, 0.178, -0.014], [-0.030, -0.005, 0.032], [0.157, 0.010, -0.006], [0.066, -0.037, -0.058], [-0.029, -0.052, -0.073], [-0.112, -0.005, -0.002], [-0.041, 0.046, 0.123], [-0.039, 0.025, 0.020], [-0.052, 0.139, 0.062]], "molar_mass_g_mol": 425.6, "homo_energy_ev": -8.5, "e_above_lowest_ev": 0.000, "e_tot_ev": -36782.401, "gap_ev": 9.3}

***

{"formula": "C5H14S", "method": "wB97M-V/def2-TZVPD", "symbols": ["C", "C", "S", "H", "H", "H", "H", "H", "H", "C", "C", "C", "H", "H", "H", "H", "H", "H", "H", "H"], "xyz": [[-0.754, 0.392, -2.514], [-1.702, 1.448, -1.612], [-1.894, 1.657, 0.242], [-1.345, 0.214, -3.452], [0.231, 0.780, -2.726], [-0.682, -0.455, -1.911], [-2.763, 1.441, -1.959], [-1.388, 2.490, -1.856], [-1.184, 0.514, 0.378], [1.190, -2.724, 1.121], [1.593, -1.203, 1.261], [3.170, -0.951, 1.367], [1.756, -3.347, 1.820], [0.122, -2.974, 1.281], [1.335, -3.171, 0.075], [1.120, -0.565, 0.514], [1.150, -0.787, 2.163], [3.628, -0.269, 2.320], [3.423, -0.300, 0.549], [3.920, -1.855, 1.199]], "atomic_forces_ev_per_a": [[-2.609, 2.508, 0.579], [0.143, 1.360, -2.351], [0.648, -0.895, 0.203], [0.766, -0.008, 0.869], [0.131, 0.259, -0.021], [0.225, -1.873, 0.675], [0.758, -0.492, -0.060], [-0.046, -0.756, -0.242], [0.034, -0.151, 0.366], [-0.066, -0.106, -1.330], [0.754, -0.941, 0.987], [1.656, 0.340, 1.070], [0.045, 0.154, -0.074], [0.364, 0.720, 0.271], [0.326, 0.886, 1.276], [0.381, -0.271, -0.490], [-0.055, -0.350, 0.337], [-1.721, -2.203, -2.195], [0.210, 0.345, -0.531], [-1.944, 1.476, 0.659]], "molar_mass_g_mol": 106.2, "homo_energy_ev": [1.2, -4.5], "e_above_lowest_ev": 1.972, "multiplicity": 2, "e_tot_ev": -16243.966, "gap_ev": [2.1, 7.6], "charge": -1}

***

{"formula": "C29H35MoN2O2S", "method": "wB97M-V/def2-TZVPD", "symbols": ["Mo", "C", "C", "O", "H", "H", "H", "N", "C", "N", "S", "H", "H", "H", "H", "C", "C", "C", "C", "C", "C", "C", "C", "C", "C", "C", "C", "O", "H", "H", "H", "H", "H", "H", "H", "H", "H", "H", "H", "H", "H", "H", "H", "H", "H", "C", "C", "C", "C", "C", "C", "C", "C", "C", "C", "C", "C", "C", "C", "H", "H", "H", "H", "H", "H", "H", "H", "H", "H", "H"], "xyz": [[-2.106, 1.727, -0.734], [-2.102, 3.671, 0.561], [-3.112, 2.366, 0.756], [-3.915, 2.375, 1.628], [-2.782, 4.504, 0.401], [-1.340, 3.753, -0.232], [-1.588, 3.752, 1.516], [-6.162, 3.036, -2.795], [-5.195, 2.447, -2.097], [-5.533, 1.486, -1.237], [-3.582, 2.952, -2.354], [-7.119, 2.727, -2.752], [-5.931, 3.790, -3.418], [-6.492, 1.313, -0.980], [-4.808, 1.077, -0.676], [0.830, -0.981, 4.684], [2.155, -0.402, 4.181], [2.359, 1.033, 4.676], [2.293, -0.515, 2.681], [3.300, -1.198, 2.108], [3.472, -1.338, 0.672], [2.613, -0.789, -0.182], [1.418, -0.004, 0.273], [0.175, -0.791, -0.258], [-1.140, -0.471, 0.454], [0.177, 0.730, -2.370], [1.329, 0.163, 1.803], [0.457, 0.895, 2.249], [0.823, -1.003, 5.775], [0.684, -2.002, 4.328], [-0.011, -0.370, 4.356], [2.962, -1.011, 4.598], [1.558, 1.684, 4.329], [3.313, 1.437, 4.329], [2.365, 1.051, 5.766], [4.030, -1.680, 2.749], [4.307, -1.924, 0.309], [2.727, -0.943, -1.247], [0.353, -1.846, -0.059], [-1.258, 0.576, 0.822], [-1.175, -0.938, 1.440], [-1.997, -0.861, -0.111], [-0.760, 1.323, -2.249], [0.265, 0.646, -3.454], [1.060, 2.635, -1.997], [-0.775, -5.760, -1.400], [0.445, -5.136, -1.181], [0.624, -3.812, -1.552], [-0.416, -3.094, -2.143], [-1.629, -3.737, -2.376], [-1.810, -5.059, -2.000], [-0.230, -1.682, -2.560], [0.049, -0.646, -1.764], [1.316, 1.582, -1.804], [1.408, 1.458, -0.284], [2.602, 2.230, 0.223], [3.692, 2.369, -0.532], [3.758, 1.794, -1.879], [2.647, 1.371, -2.479], [-0.915, -6.794, -1.113], [1.261, -5.683, -0.727], [1.580, -3.326, -1.394], [-2.436, -3.197, -2.860], [-2.759, -5.547, -2.184], [-0.354, -1.483, -3.622], [0.502, 1.912, 0.146], [2.572, 2.614, 1.235], [4.560, 2.885, -0.143], [4.719, 1.718, -2.371], [2.670, 0.944, -3.475]], "atomic_forces_ev_per_a": [[0.119, 0.125, 0.737], [0.602, 0.221, -0.257], [-0.900, -0.743, 0.101], [0.023, 0.100, -0.029], [-0.104, -0.110, -0.010], [0.149, 0.172, 0.030], [0.009, -0.079, -0.002], [-0.026, 0.059, -0.069], [-0.082, 0.031, 0.289], [0.050, 0.086, -0.259], [0.184, -0.343, -0.063], [0.005, 0.016, 0.013], [0.003, -0.022, -0.021], [0.008, -0.009, -0.011], [-0.013, 0.040, 0.246], [-0.010, 0.008, -0.005], [-0.004, 0.007, 0.004], [0.015, -0.006, 0.005], [-0.004, -0.026, -0.010], [0.010, 0.010, 0.021], [-0.014, -0.009, -0.003], [0.007, 0.059, -0.017], [0.034, 0.004, -0.047], [0.012, -0.051, -0.046], [-0.092, 0.196, 0.008], [0.118, -0.048, 0.121], [-0.042, 0.036, 0.012], [0.051, -0.013, 0.000], [0.004, 0.003, 0.001], [0.001, 0.000, 0.003], [0.003, -0.008, 0.001], [-0.005, -0.007, -0.003], [-0.008, 0.003, -0.004], [0.000, -0.001, 0.001], [-0.001, 0.001, -0.003], [0.000, 0.002, -0.002], [-0.003, -0.002, -0.002], [0.008, 0.015, -0.009], [0.056, -0.004, 0.038], [-0.071, 0.361, -0.219], [-0.088, -0.107, -0.080], [-0.027, 0.053, -0.016], [0.056, 0.022, -0.390], [-0.058, 0.037, 0.008], [0.008, 0.018, -0.015], [0.001, -0.010, 0.004], [0.005, 0.006, 0.000], [-0.052, 0.046, -0.011], [0.125, -0.007, 0.014], [-0.016, 0.023, -0.023], [-0.006, 0.001, -0.001], [0.016, 0.001, 0.083], [-0.023, -0.105, -0.130], [-0.032, 0.019, -0.004], [0.021, -0.020, 0.008], [0.008, 0.010, -0.013], [-0.014, 0.002, -0.001], [-0.015, -0.007, 0.017], [0.000, -0.054, -0.021], [0.002, 0.001, 0.000], [0.001, 0.003, -0.001], [0.014, -0.028, 0.006], [0.000, -0.004, 0.001], [-0.001, 0.008, -0.002], [-0.035, -0.002, -0.010], [0.023, 0.024, 0.038], [-0.003, -0.007, 0.005], [0.000, 0.000, -0.003], [-0.004, 0.000, -0.002], [-0.001, 0.005, -0.001]], "molar_mass_g_mol": 571.6, "homo_energy_ev": [-10.9, -10.6], "e_above_lowest_ev": 3.659, "multiplicity": 3, "e_tot_ev": -50397.574, "gap_ev": [7.4, 7.0], "charge": 1}